Formula: C44H86N2O10
Source: the OMol25 dataset
Level of theory: ωB97M-V/def2-TZVPD

```
142
Properties=species:S:1:pos:R:3:forces:R:3
C -0.0093 -0.7085 0.4732 1.672 0.598 1.934
C -0.6441 0.1630 -0.5805 -1.088 -0.656 -0.773
C -0.3006 -0.5559 -1.9166 0.375 0.819 0.528
O 0.3351 -1.7513 -1.5251 0.713 -0.795 -0.388
C 0.9876 -1.5983 -0.2359 -1.274 -0.259 -1.444
H -0.7367 -1.2517 1.0762 -0.083 -0.294 -0.386
H 0.5511 -0.1281 1.2188 -0.180 0.170 -0.036
H -0.3544 1.2100 -0.6446 0.155 -0.032 0.407
H -1.7083 0.0764 -0.3641 -0.086 0.484 -0.379
H 0.3586 0.0973 -2.5054 0.270 -0.155 0.108
H -1.1412 -0.7591 -2.5827 -0.173 -0.352 0.350
H 1.9818 -1.1545 -0.3391 -0.074 0.220 -0.097
H 1.1112 -2.6160 0.1328 -0.131 0.068 0.288
C -3.3724 1.7572 -1.6541 0.329 -0.958 -1.191
C -4.1395 3.0182 -2.0354 0.940 0.057 -0.608
C -5.2183 3.1222 -0.9830 0.257 -0.267 0.386
O -5.1341 1.9061 -0.2287 -0.704 -0.634 0.023
C -4.4063 0.8902 -0.9701 0.080 1.657 0.289
H -2.5075 1.9241 -1.0223 -0.116 0.233 0.075
H -3.0321 1.2425 -2.5614 0.287 0.101 0.120
H -4.5550 2.9119 -3.0399 -0.119 -0.079 0.083
H -3.4391 3.8544 -2.1046 -0.247 0.201 0.224
H -6.1848 3.2727 -1.4693 -0.214 -0.208 0.285
H -5.0451 3.9257 -0.2672 -0.091 0.112 -0.044
H -4.9848 0.3565 -1.7220 -0.418 0.019 0.263
H -3.9800 0.1959 -0.2498 -0.157 -0.083 0.048
C 1.3078 -1.9725 3.5881 0.381 -0.449 -0.372
C 2.1153 -1.2282 4.6245 1.575 0.207 0.637
C 1.7865 -1.9474 5.9481 -0.181 0.424 -1.173
O 1.6203 -3.3084 5.5359 -0.123 0.433 0.956
C 1.2280 -3.3796 4.1750 -0.330 -0.417 0.029
H 1.8731 -2.1350 2.6696 -0.299 0.750 -0.298
H 0.3381 -1.5213 3.3839 -0.021 -0.060 0.004
H 2.1003 -0.1357 4.6486 -0.820 -0.017 0.040
H 3.1906 -1.3857 4.4640 -0.064 -0.373 -0.233
H 0.8961 -1.4752 6.3757 -0.325 -0.492 0.143
H 2.5857 -1.8654 6.6792 0.093 -0.241 0.022
H 0.2413 -3.8376 4.0565 -0.057 0.161 0.229
H 1.9137 -4.0693 3.6732 0.068 0.125 0.019
C -4.5284 -2.1494 -5.2163 0.293 0.485 -0.054
C -4.0593 -3.3324 -4.3469 -0.318 -0.015 -0.834
C -3.8308 -2.6881 -2.9792 0.780 -1.024 -0.026
O -4.2283 -1.3404 -3.0823 -0.784 0.369 0.790
C -4.0523 -0.9288 -4.4278 0.457 -0.588 -0.115
H -5.6171 -2.0815 -5.2119 -0.030 -0.228 -0.049
H -4.2084 -2.1636 -6.2584 0.158 -0.075 0.088
H -3.1577 -3.8303 -4.7037 0.037 0.224 -0.162
H -4.8571 -4.0740 -4.3938 0.104 -0.133 0.484
H -2.7738 -2.7398 -2.6855 0.128 0.129 -0.294
H -4.3175 -3.2928 -2.2095 -0.601 0.806 0.197
H -2.9836 -0.6955 -4.5457 -0.051 -0.058 -0.428
H -4.6378 -0.0391 -4.6574 -0.037 0.044 0.358
C -1.1817 4.2679 0.3863 -2.408 -0.132 -0.314
C -0.7902 5.2994 -0.6637 0.813 -0.519 0.424
C -0.4412 6.4814 0.2720 0.233 -0.158 -0.416
O -1.0802 6.2355 1.5320 0.055 0.340 -0.288
C -2.0015 5.1646 1.3029 0.868 0.136 1.069
H -0.3745 3.8084 0.9515 0.177 0.110 -0.090
H -1.8779 3.5040 0.0282 0.483 -0.216 -0.278
H -1.5986 5.4452 -1.3780 -0.075 0.262 0.140
H 0.0911 4.9600 -1.2124 -0.025 0.222 -0.195
H -0.7005 7.4675 -0.1141 -0.192 -0.013 -0.024
H 0.6461 6.4489 0.3844 -0.006 0.240 0.430
H -2.9339 5.5976 0.9219 0.028 -0.447 -0.503
H -2.2360 4.6847 2.2554 0.115 0.174 0.072
C 2.4936 2.1766 1.9313 1.338 0.769 1.030
C 3.2991 0.9415 1.6217 -0.613 -1.615 -0.280
C 4.7629 1.3818 1.5541 -1.429 0.576 1.101
O 4.8097 2.4973 2.4778 0.156 0.622 -0.589
C 3.5045 2.8521 2.9011 -1.116 -0.668 0.229
H 1.5654 2.0374 2.4826 -0.192 -0.237 -0.363
H 2.3614 2.8117 1.0581 -0.268 -0.120 -0.082
H 2.9031 0.3733 0.7757 0.416 0.346 -0.380
H 3.2131 0.1997 2.4237 -0.078 0.305 0.282
H 5.0250 1.7166 0.5514 0.496 -0.182 0.013
H 5.3765 0.6167 2.0208 0.489 -0.099 -0.713
H 3.2898 3.9167 3.0069 0.722 0.184 -0.284
H 3.3419 2.4179 3.8950 0.001 0.026 0.085
C -0.1540 2.1081 -5.1188 -1.204 -0.711 -0.179
C -0.5082 3.4920 -4.5897 1.303 -0.643 0.652
C 0.7464 4.1995 -5.1071 -1.795 1.017 -0.291
O 0.8356 3.7105 -6.4549 0.988 0.372 -0.075
C 0.1522 2.4740 -6.5866 -0.683 -0.565 1.780
H -0.9522 1.3787 -4.9398 -0.149 0.080 -0.563
H 0.6967 1.6499 -4.6088 0.281 0.476 0.006
H -0.6817 3.4937 -3.5128 0.215 0.213 0.046
H -1.3625 3.9491 -5.0881 -0.149 -0.289 -0.050
H 1.6490 4.0780 -4.5091 0.120 -0.382 -0.113
H 0.4727 5.2574 -5.1450 0.655 0.169 -0.257
H 0.7336 1.6867 -7.0630 0.159 0.369 -0.368
H -0.8196 2.6451 -7.0613 0.249 -0.154 -0.475
C -1.5384 1.2449 3.5926 0.696 0.504 0.713
C -2.9814 1.7191 3.6387 -0.467 0.074 0.173
C -3.3367 1.6307 5.1222 -0.518 -1.405 -0.233
O -2.1401 1.7400 5.8730 0.304 0.514 -0.434
C -1.1635 1.0623 5.0947 0.388 -0.420 -0.568
H -0.9400 2.0657 3.1927 0.180 -0.199 -0.175
H -1.3179 0.3418 3.0274 -0.233 -0.003 -0.091
H -3.6872 1.0995 3.0861 0.101 0.111 -0.226
H -3.0476 2.7458 3.2813 -0.129 -0.034 -0.068
H -3.7119 0.6079 5.2860 -0.123 0.012 0.042
H -4.1576 2.2808 5.4188 0.519 0.457 0.366
H -1.1032 -0.0069 5.3322 -0.481 -0.092 0.160
H -0.1522 1.4188 5.2956 -0.198 0.462 0.261
C 4.2776 -4.1233 0.5078 -0.661 1.143 0.848
C 4.5946 -2.9288 1.4490 0.684 -0.370 -0.936
C 5.7835 -3.5287 2.1790 -0.449 0.298 0.808
O 5.4969 -4.9275 2.2609 0.939 -0.487 0.525
C 4.2772 -5.1845 1.6163 -0.826 0.563 -0.808
H 5.0983 -4.3145 -0.1806 -0.178 -0.028 -0.249
H 3.3276 -3.8850 0.0230 0.077 -0.653 -0.282
H 3.6857 -2.8273 2.0405 0.301 0.328 0.438
H 4.8739 -1.9677 1.0125 -0.221 -0.072 -0.266
H 5.9166 -3.0896 3.1737 -0.060 -0.312 0.122
H 6.7252 -3.3628 1.6509 -0.074 -0.120 -0.248
H 3.4610 -4.9967 2.3309 -0.131 -0.145 -0.265
H 4.1587 -6.1972 1.2304 0.591 -0.108 0.253
C -1.0801 -5.4745 -0.3900 -0.333 -0.541 -0.587
C -2.2764 -5.7086 0.5328 -0.169 0.204 0.191
C -1.6888 -5.3983 1.9273 -0.186 -0.443 -0.612
O -0.2952 -5.2177 1.7242 0.994 -0.240 0.767
C 0.1197 -5.8047 0.5062 -0.903 0.763 -1.139
H -1.0051 -4.4442 -0.7384 0.005 -0.012 -0.037
H -1.1852 -6.1577 -1.2375 0.302 0.315 -0.166
H -2.6293 -6.7262 0.3559 0.136 -0.135 0.597
H -3.1585 -5.0846 0.3798 0.209 0.185 -0.372
H -1.8846 -6.2039 2.6388 0.071 0.059 0.118
H -2.0835 -4.4563 2.3055 0.006 -0.035 0.183
H 0.3485 -6.8762 0.5005 -0.218 -0.060 0.600
H 0.9962 -5.2917 0.1083 0.164 0.078 0.420
C 3.2460 4.0680 -1.1399 0.265 -0.333 -0.270
C 2.8888 2.7505 -1.6358 -1.059 -0.256 0.267
N 2.6157 1.7022 -2.0160 0.066 0.011 -0.024
H 4.2612 3.8603 -0.7907 0.199 1.063 -0.119
H 2.6560 4.4695 -0.3192 -0.202 -0.498 0.080
H 3.1140 4.7586 -1.9730 0.704 0.153 0.065
C 3.5185 -1.3771 -2.7581 -0.905 0.152 0.164
C 3.0426 -2.6028 -3.4147 0.665 0.094 0.279
N 2.6587 -3.5281 -3.9755 -0.001 0.035 0.079
H 4.2869 -0.8533 -3.3181 -0.101 -0.077 -0.248
H 3.8622 -1.4672 -1.7283 0.126 -0.666 -0.091
H 2.6210 -0.7640 -2.6639 0.207 0.356 -0.212
```
Positions in Å, forces in eV/Å.

* frontier orbital gap: 9.69 eV
* total energy: -70470.823 eV
* LUMO energy: 0.20 eV

These are the Löwdin partial charges, in e, on atoms 1 to 8: -0.175 -0.135 -0.186 -0.155 -0.164 0.110 0.089 0.100

Formula: C31H38N2P2Sn
Source: the OMol25 dataset
Level of theory: ωB97M-V/def2-TZVPD

```
74
Properties=species:S:1:pos:R:3:forces:R:3
C 0.4380 2.7728 -4.7245 0.134 -0.076 0.263
C -0.8468 2.3596 -4.3700 0.232 -0.247 0.142
C -1.0389 1.3557 -3.3972 0.110 0.422 -0.338
C 0.0691 0.8069 -2.7487 -0.791 -0.051 -0.163
C 1.3562 1.1799 -3.1479 0.031 0.023 0.074
C 1.5443 2.1701 -4.1229 -0.233 -0.324 0.133
C -2.4582 0.9439 -3.1160 -0.788 -0.234 0.117
C -2.7608 -0.4813 -2.6260 -0.398 0.239 -0.153
N -2.1533 -1.5855 -3.3448 0.481 -0.340 0.427
Sn -0.1736 -0.5616 -0.9998 0.911 2.640 -0.469
C 2.5750 0.5327 -2.5326 0.168 -0.183 0.595
P 2.2172 -1.1089 -1.8035 0.397 -0.242 -0.529
H -1.7168 2.8044 -4.8678 0.340 -0.219 0.246
H 2.5683 2.4320 -4.4047 -0.394 -0.001 0.028
H 0.5944 3.5602 -5.4655 -0.144 -0.312 0.206
H 3.0065 1.1456 -1.7254 -0.077 -0.074 -0.214
H 3.3593 0.3498 -3.2789 -0.092 0.134 0.093
H -2.8923 1.6290 -2.3685 0.058 -0.149 -0.212
H -3.0601 1.0821 -4.0285 0.290 0.100 0.248
H -2.5403 -0.6044 -1.5355 -0.107 0.229 -0.041
C 3.6296 -1.5737 -0.7917 0.063 -0.071 0.263
C 2.1959 -2.2559 -3.2165 -0.159 -0.261 0.217
H -3.8622 -0.6115 -2.6461 0.334 0.322 0.070
C -1.4464 -1.4395 -4.6062 0.149 0.004 -0.403
C -2.9314 -2.8198 -3.2530 -0.014 -0.379 0.241
H -0.5785 -3.6870 0.6818 0.098 0.762 -0.545
H -1.7431 -2.2675 -5.2655 0.078 0.419 0.054
H -1.6334 -0.4939 -5.1280 -0.025 -0.212 0.137
H -0.3623 -1.5400 -4.4656 -0.177 0.192 -0.127
H -3.0563 -3.2681 -4.2547 -0.094 0.144 0.540
H -2.4228 -3.5550 -2.6086 -0.296 0.057 -0.208
H -3.9233 -2.6104 -2.8191 0.297 -0.204 -0.211
H 3.2285 -2.3494 -3.5858 -0.301 -0.004 0.087
H 1.8378 -3.2360 -2.8640 0.191 0.254 -0.247
H 1.5450 -1.9031 -4.0270 0.220 -0.016 0.309
H 4.5508 -1.3081 -1.3348 -0.274 -0.129 0.183
H 3.5975 -1.0516 0.1728 0.062 -0.114 -0.193
H 3.5976 -2.6568 -0.6175 0.074 0.257 -0.001
H -0.4906 -3.0620 0.2336 -0.115 -0.778 0.546
N -0.0903 0.8121 0.5316 -0.258 -0.724 -2.309
P -0.0123 0.6773 2.1106 0.212 -0.454 3.369
C -1.5234 -0.0756 2.7539 -0.394 -0.063 -0.537
C -1.5924 -0.7241 3.9888 -0.237 -0.191 0.028
C -2.7805 -1.3668 4.3548 0.085 0.315 -0.216
C -3.8852 -1.3448 3.4974 0.101 -0.046 -0.052
C -3.8247 -0.6568 2.2829 0.064 0.230 0.112
C -2.6636 0.0315 1.9394 0.200 -0.474 -0.089
C 1.4270 -0.2332 2.7005 0.272 -0.503 -0.405
C 1.3583 -1.5476 3.1760 0.153 0.095 -0.022
C 2.5288 -2.2223 3.5205 0.316 0.049 -0.062
C 3.7756 -1.6082 3.3418 -0.399 0.062 -0.075
C 3.8476 -0.3030 2.8355 0.172 -0.148 0.049
C 2.6802 0.3822 2.5226 -0.172 0.035 0.005
C 0.1151 2.2045 3.0835 -0.028 1.085 -0.766
C 0.4568 2.1810 4.4473 0.030 -0.108 -0.133
C 0.4561 3.3635 5.1885 -0.048 -0.072 -0.214
C 0.1361 4.5780 4.5741 -0.064 -0.181 -0.366
C -0.1874 4.6071 3.2121 0.027 -0.141 0.071
C -0.2058 3.4221 2.4653 0.104 0.045 0.376
H -0.7304 -0.7421 4.6583 -0.329 -0.044 -0.185
H -2.8314 -1.8881 5.3068 -0.044 0.107 -0.154
H -4.8039 -1.8606 3.7784 0.290 0.102 -0.065
H -4.6727 -0.6448 1.5961 0.138 0.061 0.358
H -2.6103 0.6267 1.0209 -0.106 -0.323 0.312
H 0.3935 -2.0371 3.2974 0.291 0.049 -0.064
H 2.4660 -3.2326 3.9279 0.067 0.292 -0.142
H 4.6872 -2.1475 3.5893 -0.183 0.127 0.007
H 4.8218 0.1788 2.6908 -0.434 -0.204 0.110
H 2.7326 1.4068 2.1415 0.006 -0.285 0.167
H 0.7347 1.2454 4.9330 -0.065 0.210 -0.096
H 0.7138 3.3406 6.2493 -0.077 -0.041 -0.364
H 0.1438 5.5016 5.1546 -0.003 -0.280 -0.191
H -0.4247 5.5562 2.7285 0.062 -0.301 0.148
H -0.4558 3.4262 1.4048 0.010 0.141 0.227
```
Positions in Å, forces in eV/Å.

* frontier orbital gap (alpha / beta): 4.78 / 4.80 eV
* total energy: -60135.402 eV
* charge: +2
* LUMO energy (alpha / beta): -8.96 / -8.95 eV

These are the Löwdin partial charges, in e, on atoms 1 to 8: -0.026 -0.009 -0.268 -0.219 -0.308 -0.018 -0.136 -0.264

Formula: C24H28N4O3S
Source: the OMol25 dataset
Level of theory: ωB97M-V/def2-TZVPD

```
60
Properties=species:S:1:pos:R:3:forces:R:3
C -7.2669 -1.0244 -0.2372 -0.044 -0.075 0.106
C -6.6898 0.3247 0.0448 0.011 0.066 -0.057
C -7.4952 1.3697 0.4802 0.018 0.004 -0.008
C -6.9771 2.6313 0.7128 -0.003 0.028 0.004
C -5.6322 2.8750 0.4974 0.011 0.044 0.017
C -4.8060 1.8469 0.0785 0.004 0.015 -0.030
C -5.3275 0.5769 -0.1341 -0.553 0.544 0.255
N -4.4876 -0.4962 -0.5423 0.314 -0.433 0.682
C -3.6685 -0.3506 -1.7334 0.392 -0.246 -0.372
C -2.2513 0.1620 -1.4445 0.000 0.135 -0.286
O -1.9784 1.3430 -1.3717 -0.041 0.139 0.031
N -1.3600 -0.8398 -1.2618 -0.009 -0.945 -0.164
N -0.0749 -0.5773 -0.9098 0.270 0.457 0.086
C 0.6624 -1.5595 -0.5669 -0.824 -0.154 -0.200
C 2.0315 -1.4009 -0.1953 0.868 0.425 0.175
C 2.9030 -2.4590 0.1914 0.081 0.155 -0.021
C 4.1243 -1.9150 0.4581 0.106 -0.494 0.081
C 5.3916 -2.5421 0.9198 -0.042 0.110 0.002
N 4.0344 -0.5581 0.2479 -0.120 -0.224 0.047
C 5.1098 0.3521 0.3884 0.416 0.389 0.079
C 5.3388 0.9524 1.6176 -0.057 -0.070 -0.087
C 6.3894 1.8393 1.7707 0.032 0.041 0.054
C 7.2080 2.1225 0.6915 0.031 0.037 0.030
C 6.9763 1.5221 -0.5339 -0.009 -0.001 0.023
C 5.9280 0.6294 -0.7090 -0.117 -0.075 0.075
C 5.6671 -0.0227 -2.0318 -0.018 -0.006 0.015
C 2.7764 -0.2292 -0.1451 -0.673 -0.069 -0.193
C 2.3747 1.1734 -0.4121 0.017 0.030 -0.019
S -3.8905 -1.4384 0.6845 0.159 -0.069 0.537
C -2.7989 -0.3984 1.6955 -0.606 -0.401 -0.562
O -4.9719 -1.8334 1.5329 -0.011 0.279 0.122
O -3.1189 -2.4833 0.0642 0.088 0.016 -0.148
H -6.9703 -1.7167 0.5484 -0.111 -0.086 -0.075
H -6.8800 -1.4117 -1.1776 -0.039 -0.094 -0.064
H -8.3520 -0.9775 -0.2822 -0.061 0.004 -0.043
H -8.5501 1.1896 0.6287 -0.099 -0.037 0.004
H -7.6257 3.4264 1.0493 -0.059 0.066 0.025
H -5.2220 3.8606 0.6570 0.040 0.083 0.009
H -3.7601 2.0358 -0.1101 0.128 -0.021 -0.016
H -4.1666 0.3616 -2.3945 0.100 -0.106 0.121
H -3.6207 -1.3302 -2.2163 0.008 0.158 -0.104
H -1.7100 -1.7987 -1.1664 0.080 0.452 -0.048
H 0.2652 -2.5828 -0.5430 -0.026 0.035 -0.047
H 2.6400 -3.4961 0.2601 0.010 -0.257 0.042
H 6.2136 -2.3210 0.2384 0.103 -0.042 -0.010
H 5.2656 -3.6194 0.9792 0.018 -0.054 0.004
H 5.6714 -2.1680 1.9055 0.088 -0.044 0.047
H 4.6874 0.7182 2.4469 -0.076 -0.039 0.061
H 6.5668 2.3063 2.7274 0.012 0.038 0.081
H 8.0301 2.8134 0.8032 0.072 0.062 0.011
H 7.6200 1.7493 -1.3714 0.050 0.008 -0.090
H 5.6728 -1.1077 -1.9353 -0.024 -0.083 -0.049
H 4.6864 0.2612 -2.4121 -0.065 -0.025 -0.073
H 6.4202 0.2681 -2.7594 0.026 0.002 -0.056
H 2.3723 1.7515 0.5132 -0.022 0.104 0.034
H 3.0689 1.6572 -1.0990 0.043 0.089 -0.056
H 1.3743 1.1795 -0.8334 0.041 0.118 -0.001
H -2.0327 0.0656 1.0898 0.144 0.070 -0.158
H -2.3564 -1.0503 2.4377 0.013 -0.190 0.094
H -3.4283 0.3438 2.1686 -0.088 0.140 0.083
```
Positions in Å, forces in eV/Å.

* frontier orbital gap: 8.37 eV
* total energy: -48280.336 eV
* LUMO energy: 0.71 eV

These are the Löwdin partial charges, in e, on atoms 1 to 8: -0.034 -0.204 -0.038 -0.080 -0.074 -0.014 -0.240 -0.180

Q: Which of these has the lowest total energy?
A: C44H86N2O10